# C6H10N2O

A molecular structure, C6H10N2O at a distorted geometry (ωB97M-V with the def2-TZVPD basis set, OMol25).

Properties
Charge ... 0
Energy relative to the best compared isomer or geometry (same formula, charge and spin) ... 176.49 kcal/mol

Cartesian coordinates (Å):
C -1.68 0.43 0.47
C -0.27 0.66 -0.02
C 0.99 1.36 0.16
C 1.91 0.23 -0.18
C 1.11 -0.74 0.81
C 0.18 -0.69 -0.38
H -2.40 0.17 -1.41
H -2.33 -1.20 -0.83
H -1.53 -0.22 1.44
H -1.94 1.42 1.09
H 0.84 2.06 0.91
H 2.84 0.57 -0.12
H 0.56 -0.20 1.68
H 1.89 -1.57 1.01
H -0.58 -1.55 -0.62
H 1.67 -1.59 -1.18
N -2.73 -0.22 -0.54
N 1.26 -0.52 -1.26
O 0.23 1.58 -1.02



# C6H10N2O2

2 unconnected molecules or ions with the total composition C6H10N2O2 at a distorted geometry (ωB97M-V with the def2-TZVPD basis set, OMol25).

Properties
Structure (SMILES) ... O=CN[C@H]1C=C[C@H]2N[C@@H]12.O
Charge ... 0
Energy relative to the best compared isomer or geometry (same formula, charge and spin) ... 51.73 kcal/mol

Cartesian coordinates (Å):
O 6.56 -1.72 -2.48
C 5.84 -0.80 -2.12
N 4.61 -0.94 -1.55
C 3.93 -2.21 -1.38
C 2.87 -2.17 -0.28
C 1.65 -2.47 -0.73
C 1.73 -2.89 -2.17
N 2.09 -1.76 -3.05
C 3.13 -2.69 -2.59
H 6.19 0.25 -2.12
H 4.17 -0.12 -1.12
H 4.70 -2.95 -1.14
H 3.11 -1.82 0.73
H 0.72 -2.28 -0.20
H 1.10 -3.68 -2.58
H 1.85 -1.96 -4.02
H 3.62 -3.32 -3.33
O 0.30 0.83 -0.38
H 0.80 0.77 0.50
H -0.24 0.04 -0.43



# C6H10N2O2

C6H10N2O2 in the gas phase at a distorted geometry (ωB97M-V with the def2-TZVPD basis set, OMol25).

Properties
Structure (SMILES) ... NC(=O)C[C@H]1NC[C@@]12CO2
Charge ... 0
Energy relative to the best compared isomer or geometry (same formula, charge and spin) ... 81.74 kcal/mol

Cartesian coordinates (Å):
N 2.72 0.27 -0.69
C 2.13 0.26 0.51
O 2.63 -0.65 1.21
C 0.70 0.73 0.66
C -0.26 0.02 -0.28
N -0.35 -1.45 -0.16
C -1.83 -1.42 -0.23
C -1.76 0.08 0.02
C -2.50 0.93 0.94
O -2.65 1.03 -0.48
H 2.57 1.08 -1.27
H 3.45 -0.61 -0.46
H 0.40 0.54 1.70
H 0.66 1.81 0.45
H -0.09 0.35 -1.32
H 0.10 -1.97 -0.90
H -2.24 -1.65 -1.22
H -2.34 -2.04 0.53
H -3.37 0.52 1.46
H -2.01 1.77 1.42



# C6H10N2O2

2 unconnected molecules or ions with the total composition C6H10N2O2 at a distorted geometry (ωB97M-V with the def2-TZVPD basis set, OMol25).

Properties
Structure (SMILES) ... C/C=C\N=C(O)O.CC#N
Charge ... 0
Energy relative to the best compared isomer or geometry (same formula, charge and spin) ... 58.57 kcal/mol

Cartesian coordinates (Å):
C 2.29 0.63 0.58
C 1.91 -0.23 -0.64
C 0.81 -1.02 -0.75
N 0.03 -1.37 0.33
C -1.23 -1.62 0.34
O -1.90 -1.78 1.48
O -1.98 -1.87 -0.82
H 3.35 0.87 0.62
H 1.94 0.41 1.48
H 1.74 1.64 0.39
H 2.62 -0.26 -1.48
H 0.65 -1.51 -1.69
H -1.43 -1.33 2.22
H -2.89 -2.18 -0.52
C -0.89 1.82 -0.73
C -1.04 1.20 0.57
N -1.40 0.79 1.57
H -1.64 1.33 -1.22
H 0.10 1.62 -1.15
H -1.06 2.87 -0.60



| no. | total energy (eV) | orbital gap (eV) |
| --- | --- | --- |
| 1 | -11404.4343 | 9.81 |
| 2 | -13457.6980 | 10.01 |
| 3 | -13456.3969 | 10.05 |
| 4 | -13457.4016 | 8.86 |